i) This record from the Open Molecules 2025 dataset describes an isolated molecule of C2H4N2S2. The level of theory is ωB97M-V/def2-TZVPD.

Its LUMO energy is -0.08 eV. The calculation puts the gap between HOMO and LUMO at 8.92 eV. As for the structure (SMILES): [H]/N=C\N(S)C=S.

Each line ends with the natural charge from an NBO analysis.
Geometry (Å):
C 1.557 -1.060 -0.122  0.273
C -0.827 -0.945 0.087  -0.126
H -0.795 1.943 0.720  0.205
H 1.299 -2.208 -0.397  0.191
H 2.857 0.409 0.154  0.360
H -0.723 -2.094 0.365  0.225
N 0.414 -0.264 0.068  -0.579
N 2.718 -0.687 0.071  -0.638
S 0.475 1.539 -0.062  0.125
S -2.284 -0.249 -0.038  -0.036



ii) This record from the Open Molecules 2025 dataset describes a cluster of 2 separate species, C2H4N2S2 in total. The level of theory is ωB97M-V/def2-TZVPD.

Its LUMO energy (spin up / spin down) is -2.93 / -2.93 eV. The calculation puts the gap between HOMO and LUMO (spin up / spin down) at 5.30 / 5.27 eV.

Each line ends with the natural charge from an NBO analysis.
Geometry (Å):
C -2.260 -0.431 -0.036  0.099
C 1.090 -0.462 -0.420  -0.754
N -3.291 1.709 -0.205  -0.368
N -2.679 0.676 0.043  -0.070
S -1.665 -1.918 0.139  0.085
S 0.301 1.044 0.209  -0.026
H 1.295 -0.179 -1.407  0.217
H 0.284 -1.192 -0.316  0.220
H 2.057 -0.642 -0.072  0.232
H -3.450 2.446 0.424  0.364



Winner for stability: i)



i) This record from the Open Molecules 2025 dataset describes an isolated molecule of C2H4N2S2. The level of theory is ωB97M-V/def2-TZVPD.

Its LUMO energy is -0.74 eV. The calculation puts the gap between HOMO and LUMO at 8.23 eV. As for the structure (SMILES): [H]/N=C\NSC=S.

Each line ends with the natural charge from an NBO analysis.
Geometry (Å):
C 0.971 -0.260 1.684  0.261
C -0.636 0.119 -1.364  -0.511
H 0.251 1.396 0.892  0.335
H 1.622 -1.206 2.077  0.205
H -0.256 -2.030 1.085  0.412
H -1.544 0.489 -2.055  0.218
N 0.962 1.042 1.843  -0.658
N -0.216 -0.843 1.121  -0.860
S -1.414 -0.082 0.283  0.537
S 0.958 0.132 -1.824  0.062



ii) This record from the Open Molecules 2025 dataset describes an isolated molecule of C2H4N2S2. The level of theory is ωB97M-V/def2-TZVPD.

Its LUMO energy is -1.18 eV. The calculation puts the gap between HOMO and LUMO at 8.05 eV. As for the structure (SMILES): [H]/N=C(/N)C(=S)S.

Each line ends with the natural charge from an NBO analysis.
Geometry (Å):
C 0.283 0.030 0.382  0.361
C -0.792 -0.383 -0.638  -0.347
H 1.841 -0.614 1.271  0.400
H 1.077 -1.807 0.243  0.406
H -0.562 1.643 1.044  0.349
H -0.717 1.885 -1.317  0.143
N 1.334 -0.835 0.429  -0.795
N 0.344 1.153 1.012  -0.699
S -1.626 0.898 -1.454  0.151
S -1.183 -1.971 -0.972  0.031



Winner for stability: ii)



i) This record from the Open Molecules 2025 dataset describes an isolated molecule of C2H4N2S2. The level of theory is ωB97M-V/def2-TZVPD.

Its LUMO energy is -1.09 eV. The calculation puts the gap between HOMO and LUMO at 7.72 eV. As for the structure (SMILES): N/N=C/SC=S.

Each line ends with the natural charge from an NBO analysis.
Geometry (Å):
C 0.285 0.713 0.099  -0.090
C -2.321 -0.407 0.243  -0.369
H 2.688 0.501 -0.266  0.357
H 2.605 -1.235 -0.108  0.367
H 1.138 1.591 0.160  0.180
H -1.663 -1.279 0.586  0.252
N 2.120 -0.418 -0.374  -0.704
N 0.640 -0.489 0.005  -0.262
S -1.451 1.244 -0.114  0.285
S -4.042 -0.222 -0.229  -0.018



ii) This record from the Open Molecules 2025 dataset describes an isolated molecule of C2H4N2S2. The level of theory is ωB97M-V/def2-TZVPD.

Its LUMO energy is -0.49 eV. The calculation puts the gap between HOMO and LUMO at 8.22 eV. As for the structure (SMILES): NC(=S)/C=N/S.

Each line ends with the natural charge from an NBO analysis.
Geometry (Å):
C -0.429 0.985 0.539  0.060
C 0.374 -0.031 -0.227  0.031
H -1.444 -0.605 1.228  0.424
H -1.767 0.967 2.054  0.415
H 1.183 0.306 -0.818  0.189
H 0.141 -3.442 -0.660  0.129
N -1.266 0.400 1.388  -0.758
N 0.054 -1.270 -0.142  -0.536
S -0.152 2.623 0.464  -0.136
S 0.821 -2.426 -1.239  0.182



iii) This record from the Open Molecules 2025 dataset describes an isolated molecule of C2H4N2S2. The level of theory is ωB97M-V/def2-TZVPD.

Its LUMO energy (spin up / spin down) is -1.87 / -1.65 eV. The calculation puts the gap between HOMO and LUMO (spin up / spin down) at 5.60 / 6.01 eV.

Each line ends with the natural charge from an NBO analysis.
Geometry (Å):
C -1.207 0.926 -0.124  -0.503
C 1.092 -1.176 0.173  -0.351
N 0.189 1.164 -0.139  0.007
N 0.941 0.257 0.227  -0.140
S 2.494 -0.189 -0.406  0.337
S -1.785 -0.697 -0.300  -0.420
H -1.602 1.408 0.791  0.257
H -1.704 1.484 -0.972  0.277
H 0.215 -1.633 -0.380  0.305
H 1.367 -1.544 1.130  0.230



Winner for stability: ii)



i) This record from the Open Molecules 2025 dataset describes a structure of composition CH5N7. The level of theory is ωB97M-V/def2-TZVPD.

Its LUMO energy (spin up / spin down) is 0.57 / 0.56 eV. The calculation puts the gap between HOMO and LUMO (spin up / spin down) at 7.74 / 7.73 eV.

Each line ends with the natural charge from an NBO analysis.
Geometry (Å):
C 0.510 1.093 -0.529  0.227
N 1.753 -1.058 -0.402  -0.110
N 1.358 -0.379 0.899  -0.349
N 1.415 -0.431 -1.380  -0.151
N 1.203 0.910 0.647  -0.425
N -0.833 0.871 -0.290  -0.257
N -1.441 -0.185 -0.397  -0.002
N -2.771 -0.118 -0.058  -0.620
H 0.747 1.985 -0.907  0.189
H 2.182 -1.906 -0.256  0.394
H 1.894 -0.503 1.754  0.385
H -2.948 0.694 0.528  0.351
H -3.068 -0.973 0.391  0.368



ii) This record from the Open Molecules 2025 dataset describes a structure of composition CH5N7. The level of theory is ωB97M-V/def2-TZVPD.

Its LUMO energy is 0.41 eV. The calculation puts the gap between HOMO and LUMO at 8.93 eV.

Each line ends with the natural charge from an NBO analysis.
Geometry (Å):
C -0.106 -0.725 -0.046  0.480
H 2.872 -0.464 -0.406  0.418
H 2.055 0.438 1.524  0.364
H -1.221 -2.463 -0.207  0.420
H 0.641 1.613 -0.155  0.398
H -0.660 2.041 -1.235  0.345
N 1.965 0.087 0.200  -0.812
N 1.083 -1.244 0.072  -0.396
N -1.174 -1.495 -0.253  -0.417
N -2.320 -0.675 0.169  -0.060
N -2.025 0.566 0.491  0.038
N -0.728 0.499 0.046  -0.158
N -0.382 1.822 -0.200  -0.619



Winner for stability: i)



i) This record from the Open Molecules 2025 dataset describes the ion C4H9N2S with charge +1. The level of theory is ωB97M-V/def2-TZVPD.

As for the charge: +1. Its LUMO energy (spin up / spin down) is -4.37 / -4.37 eV. The calculation puts the gap between HOMO and LUMO (spin up / spin down) at 8.33 / 8.32 eV.

Each line ends with the natural charge from an NBO analysis.
Geometry (Å):
C -1.505 -0.012 0.272  -0.244
C -0.236 -0.713 0.869  -0.238
C 1.537 -0.100 -0.665  -0.350
C -0.073 1.781 -0.636  -0.082
N -1.285 1.360 -0.200  -0.435
N 0.732 -1.238 -0.195  -0.537
S -0.271 2.396 0.952  0.352
H -1.852 -0.593 -0.682  0.222
H -2.169 -0.183 1.156  0.261
H 0.219 -0.015 1.426  0.229
H -0.610 -1.591 1.492  0.237
H 1.873 0.042 -1.635  0.228
H 2.189 0.210 0.150  0.214
H 0.269 2.310 -1.574  0.273
H 1.133 -2.055 0.237  0.431
H 0.049 -1.599 -0.968  0.439



ii) This record from the Open Molecules 2025 dataset describes the ion C4H9N2S with charge +1. The level of theory is ωB97M-V/def2-TZVPD.

As for the charge: +1. Its LUMO energy is -4.18 eV. The calculation puts the gap between HOMO and LUMO at 8.63 eV. As for the structure (SMILES): CS[C@H]1CNC=[NH+]1.

Each line ends with the natural charge from an NBO analysis.
Geometry (Å):
C 1.949 -0.477 0.967  0.377
C 0.896 0.748 -0.591  -0.259
C 0.009 -0.485 -0.137  -0.167
C -2.719 0.381 -0.263  -0.714
N 2.012 0.567 0.167  -0.487
N 0.969 -1.224 0.587  -0.513
S -1.419 0.038 0.991  0.189
H 2.815 -0.967 1.453  0.264
H 1.097 0.702 -1.627  0.230
H 0.282 1.686 -0.431  0.249
H -0.422 -1.153 -0.961  0.253
H -3.547 -0.081 0.362  0.253
H -2.480 -0.163 -1.139  0.219
H -2.966 1.327 -0.577  0.229
H 2.662 1.251 0.246  0.429
H 0.860 -2.148 0.953  0.448



Winner for stability: ii)



i) This record from the Open Molecules 2025 dataset describes an isolated molecule of C2H8N2. The level of theory is ωB97M-V/def2-TZVPD.

Its LUMO energy is 1.16 eV. The calculation puts the gap between HOMO and LUMO at 9.94 eV. As for the structure (SMILES): CNCN.

Each line ends with the natural charge from an NBO analysis.
Geometry (Å):
C 0.337 1.763 -0.148  -0.423
N 0.540 0.305 -0.231  -0.640
C -0.487 -0.417 0.393  -0.045
N -0.331 -1.779 0.110  -0.829
H 0.904 2.354 -0.810  0.209
H 0.600 2.029 0.859  0.187
H -0.792 1.814 -0.159  0.168
H 0.726 0.073 -1.188  0.350
H -0.433 -0.026 1.428  0.164
H -1.504 -0.138 0.065  0.135
H -0.797 -2.022 -0.872  0.361
H 0.733 -1.838 0.055  0.364



ii) This record from the Open Molecules 2025 dataset describes an isolated molecule of C2H8N2. The level of theory is ωB97M-V/def2-TZVPD.

Its LUMO energy is 1.15 eV. The calculation puts the gap between HOMO and LUMO at 9.76 eV. As for the structure (SMILES): NCCN.

Each line ends with the natural charge from an NBO analysis.
Geometry (Å):
C 0.936 0.145 -0.205  -0.230
C -0.524 0.684 -0.592  -0.226
N -1.431 0.138 0.458  -0.841
N 1.195 -0.918 0.783  -0.848
H 1.622 -0.222 -1.031  0.188
H 1.492 1.083 0.046  0.164
H -0.529 1.700 -0.621  0.189
H -0.881 0.242 -1.563  0.173
H -1.907 -0.567 0.087  0.347
H -2.038 0.747 0.891  0.358
H 0.494 -1.163 1.415  0.372
H 1.572 -1.870 0.333  0.353



Winner for stability: i)